13
Properties=species:S:1:pos:R:3:forces:R:3:mulliken_charge:R:1 method="wB97M-V/def2-TZVPD" e_homo_ev=-8.3 smiles="C=C/C=C1/O[Si@H]1O" mol_weight_da=114.18 de_lowest_ev=2.063 homo_lumo_gap_ev=8.936 e_lumo_ev=0.68
C 0.040 -0.235 1.790 1.0257 -3.0529 -0.7052 -0.96
C -0.656 0.743 1.358 -0.7175 2.9381 0.2333 0.22
C -1.239 0.810 0.057 -1.4806 -0.0623 -1.7824 -0.56
C -0.920 -0.112 -0.849 0.7972 -0.3910 1.6328 0.26
O -0.847 -0.306 -2.204 -0.4640 0.2714 -1.2828 -0.45
Si 0.477 -1.023 -1.398 -1.3238 0.3229 -0.0640 0.55
O 1.797 -0.192 -1.267 1.8106 -1.4934 -0.2331 -0.42
H 0.685 -0.231 2.570 1.4418 0.4710 2.7819 0.27
H 0.182 -1.131 1.217 -0.4180 -0.4407 -0.1984 0.19
H -0.633 1.673 1.937 -0.3432 -0.2242 -0.1586 0.30
H -1.883 1.640 -0.169 -0.2573 0.2836 -0.1858 0.38
H 0.949 -2.326 -1.738 -0.3373 -0.8211 -0.0814 -0.11
H 2.047 0.691 -1.304 0.2664 2.1986 0.0436 0.33